(1)
Formula: C63H182N6O25
Source: OMol25
Level of theory: ωB97M-V/def2-TZVPD

Cartesian coordinates (Å):
C 4.928 -5.127 2.125
C 3.875 -4.800 3.251
C 4.409 -3.680 4.111
O 2.608 -4.457 2.539
H 5.779 -5.535 2.670
H 5.288 -4.308 1.502
H 4.526 -5.972 1.566
H 3.719 -5.618 3.955
H 3.811 -3.503 5.005
H 4.360 -2.710 3.617
H 5.443 -3.814 4.427
H 2.030 -4.191 3.257
C -4.737 4.708 -2.901
C -6.222 5.124 -2.892
C -7.092 4.214 -3.743
O -6.706 5.246 -1.568
H -4.538 3.683 -2.587
H -4.017 5.220 -2.262
H -4.339 4.757 -3.914
H -6.352 6.166 -3.184
H -8.150 4.469 -3.683
H -7.061 3.175 -3.413
H -6.748 4.284 -4.775
H -5.959 5.544 -1.044
C -2.819 -1.046 -4.272
C -4.024 -0.066 -4.300
C -5.056 -0.375 -5.335
O -4.646 -0.056 -3.012
H -1.964 -0.647 -3.726
H -2.561 -1.362 -5.282
H -3.064 -1.929 -3.680
H -3.694 0.935 -4.579
H -4.711 -0.342 -6.369
H -5.903 0.310 -5.369
H -5.412 -1.400 -5.239
H -5.243 -0.799 -2.894
C -5.509 -0.529 4.509
C -4.413 -1.548 4.551
C -4.066 -2.058 3.111
O -3.280 -0.799 4.984
H -5.663 -0.157 5.522
H -6.484 -0.868 4.157
H -5.146 0.366 4.004
H -4.566 -2.420 5.186
H -4.750 -2.867 2.857
H -3.096 -2.554 3.136
H -4.110 -1.283 2.346
H -2.571 -1.421 5.163
C 3.126 3.746 -4.595
C 3.791 4.849 -3.798
C 5.086 4.359 -3.115
O 4.174 5.986 -4.534
H 2.895 2.867 -3.993
H 3.705 3.383 -5.445
H 2.097 3.906 -4.915
H 3.125 5.129 -2.981
H 5.794 5.006 -2.598
H 5.655 3.872 -3.907
H 4.740 3.530 -2.498
H 4.951 5.794 -5.064
C 6.131 0.187 2.958
C 6.876 0.698 1.726
C 8.150 1.390 2.120
O 7.195 -0.433 0.998
H 5.389 -0.570 2.702
H 5.620 0.977 3.510
H 6.762 -0.463 3.564
H 6.177 1.251 1.098
H 8.828 0.702 2.626
H 7.964 2.213 2.810
H 8.652 1.789 1.239
H 7.721 -1.027 1.539
C -0.580 5.386 -3.227
C -1.306 5.191 -4.537
C -2.112 6.484 -4.978
O -0.509 4.729 -5.602
H 0.006 6.305 -3.238
H 0.135 4.566 -3.166
H -1.318 5.349 -2.426
H -2.060 4.419 -4.381
H -1.394 7.171 -5.425
H -2.591 6.998 -4.144
H -2.915 6.266 -5.682
H 0.214 5.362 -5.594
C 0.357 -2.712 -3.616
C 1.720 -3.400 -3.269
C 2.136 -3.038 -1.904
O 1.385 -4.786 -3.353
H -0.436 -3.062 -2.955
H 0.005 -3.107 -4.568
H 0.414 -1.623 -3.611
H 2.495 -3.193 -4.006
H 2.168 -1.969 -1.691
H 3.094 -3.525 -1.726
H 1.498 -3.467 -1.130
H 1.155 -4.869 -4.281
C 2.802 -6.424 -0.449
C 2.363 -7.568 -1.365
C 0.899 -7.839 -1.326
O 2.801 -7.329 -2.665
H 2.488 -6.574 0.584
H 2.363 -5.467 -0.732
H 3.887 -6.318 -0.424
H 2.814 -8.480 -0.975
H 0.357 -6.929 -1.583
H 0.532 -7.919 -0.302
H 0.556 -8.687 -1.919
H 2.349 -6.536 -2.962
C -0.074 -0.082 -6.812
C -0.460 1.217 -6.039
C 0.381 1.441 -4.810
O -0.075 2.291 -6.898
H 0.988 -0.033 -7.050
H -0.652 -0.146 -7.734
H -0.264 -0.972 -6.211
H -1.524 1.280 -5.811
H 0.346 0.636 -4.075
H 0.102 2.325 -4.237
H 1.445 1.412 -5.046
H -0.470 3.073 -6.505
C 3.771 3.465 0.758
C 4.366 4.422 1.821
C 5.811 4.859 1.585
O 3.525 5.511 1.881
H 2.918 2.903 1.141
H 4.533 2.765 0.416
H 3.479 4.026 -0.129
H 4.270 4.014 2.828
H 6.434 3.965 1.580
H 6.035 5.550 2.397
H 5.985 5.428 0.671
H 2.659 5.163 2.105
C -1.034 1.314 -1.179
C -0.655 0.046 -0.403
C 0.840 0.010 0.080
O -1.449 -0.059 0.764
H -1.970 1.234 -1.732
H -0.277 1.424 -1.955
H -1.188 2.201 -0.565
H -0.703 -0.880 -0.977
H 1.045 -0.978 0.491
H 0.962 0.806 0.815
H 1.639 0.143 -0.649
H -2.359 -0.109 0.461
C -2.526 6.523 0.561
C -3.994 6.851 0.690
C -4.303 8.009 -0.191
O -4.703 5.808 0.225
H -2.213 5.592 1.034
H -2.003 7.279 1.146
H -2.246 6.480 -0.492
H -4.257 7.010 1.735
H -5.342 8.328 -0.106
H -4.062 7.824 -1.238
H -3.781 8.945 0.004
H -4.485 4.968 0.636
O 3.442 -2.117 1.243
H 3.251 -3.034 1.443
H 2.961 -1.622 1.906
O -6.744 -1.033 0.068
H -7.511 -0.464 0.128
H -6.871 -1.680 0.763
O 4.920 -0.351 -0.689
H 5.731 -0.452 -0.189
H 4.345 -1.040 -0.355
O -6.194 -2.159 -2.382
H -5.633 -2.896 -2.137
H -6.362 -1.701 -1.558
O 1.681 -1.087 3.273
H 2.087 -0.709 4.053
H 0.825 -0.663 3.218
O -0.927 -0.026 3.473
H -1.109 -0.033 2.534
H -1.774 -0.197 3.884
C -3.047 -3.442 -0.325
C -3.487 -4.319 -1.410
C -2.614 -5.660 -1.517
O -3.163 -6.510 -2.468
C -2.500 -7.777 -2.585
N -4.928 -4.599 -1.166
H -3.017 -3.990 0.617
H -3.726 -2.614 -0.122
H -2.022 -3.087 -0.425
H -3.276 -3.794 -2.341
H -2.462 -6.159 -0.560
H -1.687 -5.360 -2.006
H -2.961 -8.352 -3.388
H -2.557 -8.419 -1.706
H -1.454 -7.692 -2.878
H -5.200 -4.680 -0.197
H -5.192 -5.430 -1.676
C -5.562 2.267 -0.416
C -4.190 1.820 0.055
C -4.077 2.123 1.580
O -3.793 3.505 1.795
C -3.505 3.844 3.144
N -4.151 0.409 -0.150
H -6.355 1.828 0.189
H -5.732 1.958 -1.448
H -5.709 3.347 -0.433
H -3.383 2.296 -0.503
H -3.221 1.617 2.026
H -4.960 1.960 2.198
H -3.345 4.922 3.130
H -2.564 3.381 3.442
H -4.299 3.722 3.880
H -5.067 0.048 0.076
H -4.085 0.311 -1.153
C 0.840 4.219 5.686
C 0.155 3.170 4.757
C 0.887 3.085 3.396
O 1.367 4.286 2.809
C 0.338 4.948 2.030
N 0.237 1.906 5.430
H 1.895 3.969 5.803
H 0.543 4.173 6.734
H 0.640 5.233 5.340
H -0.895 3.370 4.546
H 0.411 2.415 2.681
H 1.823 2.532 3.469
H -0.096 4.336 1.240
H 0.822 5.823 1.597
H -0.455 5.189 2.738
H -0.568 1.936 6.039
H -0.221 1.309 4.757
C -0.161 -6.344 5.193
C -1.449 -5.822 4.480
C -1.286 -5.289 3.104
O -0.309 -4.273 3.075
C -0.299 -3.400 1.935
N -2.450 -6.902 4.454
H -0.459 -6.561 6.219
H 0.608 -5.572 5.219
H 0.324 -7.210 4.741
H -1.866 -4.973 5.022
H -2.226 -4.788 2.870
H -1.121 -6.052 2.344
H 0.541 -2.705 1.917
H -1.217 -2.817 1.862
H -0.171 -3.964 1.011
H -3.275 -6.461 4.072
H -2.135 -7.641 3.843
C 5.010 -0.566 -4.788
C 6.342 -0.171 -4.157
C 7.319 0.368 -5.197
O 7.552 -0.673 -6.115
C 8.410 -0.262 -7.189
N 6.119 0.878 -3.232
H 4.371 0.257 -5.107
H 4.464 -1.120 -4.024
H 5.009 -1.260 -5.629
H 6.730 -1.009 -3.577
H 8.234 0.683 -4.697
H 6.915 1.259 -5.678
H 9.477 -0.172 -6.987
H 8.098 0.665 -7.671
H 8.451 -0.999 -7.990
H 5.764 1.718 -3.667
H 5.500 0.599 -2.484
C 1.060 -2.920 6.499
C -0.431 -2.726 6.656
C -0.814 -1.461 7.625
O -0.250 -1.721 8.994
C -0.604 -0.741 9.976
N -0.975 -2.534 5.282
H 1.489 -3.388 7.385
H 1.557 -2.032 6.107
H 1.239 -3.560 5.635
H -0.846 -3.613 7.135
H -1.901 -1.382 7.636
H -0.460 -0.514 7.217
H 0.101 0.078 10.123
H -0.675 -1.234 10.945
H -1.588 -0.328 9.751
H -0.871 -3.355 4.703
H -0.334 -1.888 4.845

HOMO level: -8.354 eV
total charge: 0
molar mass: 1424.2 g mol⁻¹
electronic energy: -4718.843790 hartree
orbital gap: 8.135 eV

Results of the Löwdin charge analysis, in e, for atoms 1 through 6:
1. C -0.032
2. C -0.389
3. C -0.064
4. O -0.085
5. H 0.075
6. H 0.086

***

(2)
Formula: C63H48N3O20P2S
Source: OMol25
Level of theory: ωB97M-V/def2-TZVPD

Cartesian coordinates (Å):
N -3.159 0.372 3.229
C -3.224 0.586 1.990
C -4.333 1.335 1.302
P -6.001 1.150 2.029
N -6.898 2.444 1.361
C -7.154 3.280 2.242
S -7.452 4.480 3.152
P -7.067 -0.678 1.377
N -8.297 -0.942 2.299
H -2.300 -0.154 3.406
H -2.430 0.186 1.349
H -4.391 0.968 0.273
H -4.136 2.409 1.233
H -6.002 1.226 3.428
H -7.443 -0.377 0.050
H -6.118 -1.721 1.317
H -8.381 -0.280 3.061
C 0.930 3.147 2.618
C 0.143 2.200 2.116
C 0.536 1.431 0.915
O -0.191 0.570 0.454
C 1.840 1.742 0.288
C 2.633 2.687 0.785
C 2.239 3.462 1.987
O 2.951 4.328 2.450
H 0.665 3.729 3.493
H -0.814 1.950 2.556
H 2.106 1.164 -0.589
H 3.586 2.932 0.340
C -0.012 -2.384 0.123
C 0.192 -3.266 -0.851
C -0.276 -4.668 -0.722
O -0.100 -5.484 -1.603
C -0.980 -5.047 0.535
C -1.180 -4.160 1.506
C -0.710 -2.758 1.370
O -0.901 -1.943 2.258
H 0.319 -1.359 0.046
H 0.703 -3.003 -1.762
H -1.314 -6.075 0.609
H -1.689 -4.413 2.428
C -0.611 -0.496 -4.046
C -0.919 0.087 -5.200
C 0.138 0.660 -6.074
O -0.138 1.193 -7.126
C 1.546 0.551 -5.610
C 1.849 -0.037 -4.455
C 0.791 -0.606 -3.585
O 1.059 -1.148 -2.533
H -1.367 -0.917 -3.394
H -1.935 0.173 -5.549
H 2.301 0.973 -6.262
H 2.866 -0.130 -4.097
C 6.563 5.328 -2.296
C 5.713 4.362 -1.960
C 4.328 4.337 -2.489
O 3.550 3.455 -2.180
C 3.924 5.428 -3.408
C 4.771 6.396 -3.746
C 6.159 6.423 -3.217
O 6.932 7.301 -3.525
H 7.578 5.366 -1.922
H 5.988 3.555 -1.292
H 2.908 5.388 -3.782
H 4.497 7.202 -4.414
C 4.538 -4.500 -4.253
C 4.978 -5.478 -5.038
C 4.139 -6.667 -5.333
O 4.542 -7.559 -6.047
C 2.788 -6.720 -4.719
C 2.346 -5.741 -3.933
C 3.189 -4.555 -3.641
O 2.785 -3.659 -2.925
H 5.138 -3.627 -4.026
H 5.959 -5.454 -5.494
H 2.192 -7.595 -4.946
H 1.367 -5.759 -3.471
C -6.526 -2.378 7.465
C -6.689 -1.765 6.296
C -5.527 -1.281 5.518
O -5.683 -0.718 4.447
C -4.177 -1.500 6.079
C -4.010 -2.111 7.248
C -5.172 -2.600 8.035
O -5.021 -3.158 9.097
H -7.360 -2.740 8.053
H -7.665 -1.594 5.861
H -3.346 -1.135 5.491
H -3.032 -2.281 7.680
C -2.617 -3.488 -5.260
C -2.632 -4.746 -5.690
C -3.557 -5.179 -6.770
O -3.573 -6.324 -7.160
C -4.461 -4.153 -7.350
C -4.444 -2.894 -6.917
C -3.522 -2.465 -5.840
O -3.505 -1.314 -5.446
H -1.951 -3.153 -4.475
H -1.980 -5.508 -5.281
H -5.126 -4.488 -8.135
H -5.094 -2.131 -7.326
C 10.501 -6.751 -4.469
C 9.630 -5.775 -4.226
C 9.004 -5.012 -5.333
O 8.209 -4.120 -5.111
C 9.382 -5.377 -6.720
C 10.252 -6.353 -6.964
C 10.881 -7.119 -5.857
O 11.671 -8.008 -6.077
H 10.970 -7.321 -3.677
H 9.339 -5.492 -3.223
H 8.911 -4.807 -7.511
H 10.542 -6.635 -7.967
C 3.405 7.786 4.481
C 2.478 6.889 4.154
C 1.128 6.928 4.764
O 0.280 6.106 4.469
C 0.843 8.001 5.747
C 1.770 8.898 6.074
C 3.126 8.862 5.465
O 3.967 9.680 5.763
H 4.399 7.778 4.051
H 2.652 6.092 3.439
H -0.150 8.009 6.178
H 1.586 9.689 6.789
C -4.753 4.469 8.811
C -4.870 3.205 8.410
C -5.664 2.853 7.210
O -5.776 1.703 6.833
C -6.322 3.959 6.474
C -6.208 5.223 6.869
C -5.410 5.579 8.074
O -5.303 6.728 8.434
H -4.179 4.750 9.684
H -4.397 2.383 8.932
H -6.893 3.666 5.602
H -6.680 6.046 6.346

HOMO level: -11.357 eV
total charge: +1
molar mass: 1261.1 g mol⁻¹
electronic energy: -5178.800787 hartree
orbital gap: 7.508 eV

Results of the Löwdin charge analysis, in e, for atoms 1 through 6:
1. N 0.133
2. C -0.297
3. C -0.274
4. P 0.890
5. N -0.124
6. C -0.857